Record 1
# C9H14O

2 unconnected molecules or ions with the total composition C9H14O in a non-equilibrium geometry (ωB97M-V/def2-TZVPD, the Open Molecules 2025 dataset).

Geometry as XYZ:
```
24
Properties=species:S:1:pos:R:3:forces:R:3
C -1.74368 0.31352 -1.91517 -0.8 -1.7 0.4
H 0.46885 -0.07273 4.33283 0.1 1.0 0.6
H 1.89643 1.18775 -0.60508 -1.9 -0.4 -0.5
C 0.01136 1.72974 -1.61404 3.2 3.4 1.3
C -1.15773 1.51537 -2.25661 -1.5 -0.1 -2.4
H -2.86092 0.03533 -2.14818 2.5 0.5 0.2
C 1.65850 0.00202 2.45720 -2.3 -5.2 -0.8
H -0.80004 -2.91729 -1.25698 0.9 0.3 0.6
H 1.25615 2.94839 -0.87086 -1.9 0.8 -2.2
C 0.36563 -0.37505 3.31292 0.9 2.7 -2.2
H -0.54479 0.10330 2.83123 0.9 -1.0 0.8
O 0.52689 3.03018 -1.59798 1.5 -0.2 1.5
H -1.41072 2.13688 -3.20508 -0.1 -0.6 2.4
H 2.11353 0.80915 2.73652 1.9 5.6 1.3
H 0.38493 -1.39809 3.43667 -0.8 -2.4 -0.5
C -0.90489 -0.66949 -1.26234 -1.2 -0.8 -1.1
H 1.03480 -1.31145 -0.72771 0.6 -0.5 0.3
H 1.62757 -0.10070 1.36405 -0.8 0.4 0.5
C 0.83626 0.87725 -0.92246 1.2 -2.4 -0.8
H -2.00654 -2.27682 -2.18246 0.2 0.5 1.5
C 0.44753 -0.47553 -1.01064 -1.4 1.9 1.1
H 2.47097 -0.67568 2.66485 0.1 -1.0 0.5
H -2.20237 -2.35026 -0.37591 0.8 0.8 -0.6
C -1.46772 -2.06582 -1.18478 -2.2 -1.5 -1.7
```
Positions in Å, forces in eV/Å.

Summary:
* HOMO: -8.24 eV
* energy relative to the best compared isomer or geometry (same formula, charge and spin): 2.939 eV
* structure (SMILES): Cc1ccc(O)cc1.CC
* E: -426.46479 a.u.
* net charge: 0

natural (NBO) atomic charge list, values in e, 4 entries:
1. C -0.16
2. H 0.20
3. H 0.21
4. C 0.28

=====

Record 2
# C3H5N2O2

A gas-phase ion, C3H5N2O2 (charge +1) in a non-equilibrium geometry (ωB97M-V/def2-TZVPD, the Open Molecules 2025 dataset).

Geometry as XYZ:
```
12
Properties=species:S:1:pos:R:3:forces:R:3
H 1.90901 1.13818 -1.05340 -0.3 0.3 1.8
C -2.35545 0.75222 -0.08995 -0.2 -0.3 -0.9
N 0.18433 0.86797 -0.01035 -1.5 -1.4 0.4
C -0.89477 0.45621 -0.04644 2.8 1.5 0.5
H 2.20964 0.47277 0.73874 -1.9 1.7 -1.8
H -2.66902 -2.15085 -0.35819 0.3 -0.6 0.8
H 1.63829 2.23038 0.43456 0.0 0.2 -0.1
O -2.68367 1.86924 -0.26952 -0.3 -0.3 0.3
H -2.59286 -1.62831 1.37582 0.8 -0.4 -3.2
C 1.55183 1.22661 0.04036 2.5 -2.0 -0.4
O -3.04215 -0.36799 -0.05019 -1.7 1.3 0.0
N -2.27965 -1.48613 0.31264 -0.3 0.0 2.6
```
Positions in Å, forces in eV/Å.

Summary:
* HOMO: -15.91 eV
* energy relative to the best compared isomer or geometry (same formula, charge and spin): 3.348 eV
* structure (SMILES): C[N+]#CC(=O)ON
* E: -376.91314 a.u.
* net charge: +1

natural (NBO) atomic charge list, values in e, 4 entries:
1. H 0.29
2. C 0.71
3. N -0.16
4. C 0.49

=====

Record 3
# C4H17N2O2

3 unconnected molecules or ions with the total composition C4H17N2O2 in a non-equilibrium geometry (ωB97M-V/def2-TZVPD, the Open Molecules 2025 dataset).

Geometry as XYZ:
```
25
Properties=species:S:1:pos:R:3:forces:R:3
O 2.84110 3.88982 0.50577 0.3 0.2 0.1
H 0.81090 0.88371 1.42522 -0.1 0.3 0.0
H -1.99063 -1.44546 0.94015 0.4 -1.1 -0.3
H -0.50694 1.50480 -0.49348 0.3 0.6 0.3
C -0.99268 -1.09085 1.16565 -0.7 2.0 0.4
H -0.57273 -1.43584 2.10442 -0.1 -0.3 -0.1
H 0.71881 -0.86129 -1.82661 0.3 0.0 0.1
H -3.11636 0.10341 -1.41392 -0.6 0.0 0.1
N 1.30808 0.91993 0.54647 0.3 -0.4 0.4
H -0.57897 -2.82877 -1.33414 -0.4 0.4 -0.2
N 0.01454 -1.29122 0.08579 -1.1 -2.3 -0.4
H -0.94688 -0.33740 -1.52016 0.0 -0.3 -0.1
H 0.80596 -3.23866 -0.39600 0.3 0.4 -0.1
H 3.14580 4.73635 0.14840 -0.3 -0.2 -0.2
H 3.44771 3.76726 1.24403 0.0 -0.1 0.1
O -2.94608 0.23507 -0.47745 0.5 0.0 0.1
H -0.71743 -3.31357 0.35926 -0.3 0.4 0.1
H -1.29759 -0.04888 1.26955 0.9 0.3 0.0
H -3.74402 0.08324 0.03714 -0.3 0.1 -0.4
H 2.00363 1.65110 0.59656 -0.1 0.1 -0.1
C -0.14988 -2.71992 -0.35098 0.9 -1.2 0.1
H 0.93168 -1.20886 0.51563 0.3 0.4 0.1
C 0.45583 1.00404 -0.60918 -0.3 -0.6 -0.7
H 1.02487 1.44340 -1.41772 -0.1 0.4 -0.1
C 0.05128 -0.40138 -1.10441 -0.3 0.7 0.6
```
Positions in Å, forces in eV/Å.

Summary:
* HOMO: -13.28 eV
* energy relative to the best compared isomer or geometry (same formula, charge and spin): 1.639 eV
* E: -422.33248 a.u.
* net charge: +1

natural (NBO) atomic charge list, values in e, 4 entries:
1. O -0.96
2. H 0.36
3. H 0.25
4. H 0.20

=====

Record 4
# C3H8O

4 unconnected molecules or ions with the total composition C3H8O (ωB97M-V/def2-TZVPD, the Open Molecules 2025 dataset).

Geometry as XYZ:
```
12
Properties=species:S:1:pos:R:3:forces:R:3
H -1.62567 1.16772 0.24244 0.2 0.0 0.0
H 0.98982 -1.35257 -1.77205 -0.1 0.1 0.1
H 0.65885 -1.21891 0.06960 0.0 -0.1 0.0
H -0.13138 1.96474 -0.47215 0.0 -0.1 0.1
O -0.58908 -0.10068 -1.41665 0.1 -0.2 0.0
C -0.54651 1.25930 0.23654 0.1 0.0 0.2
C 0.01774 -1.18984 -1.27246 0.0 0.0 0.0
C 0.21517 0.73710 1.25187 -0.1 0.2 0.0
H -0.54929 -2.11501 -1.06177 0.1 0.2 0.0
H 0.60018 -0.55877 0.66400 0.0 -0.1 -0.2
H 1.23146 1.09659 1.40348 -0.1 -0.1 -0.1
H -0.27130 0.31032 2.12714 0.1 0.0 -0.2
```
Positions in Å, forces in eV/Å.

Summary:
* HOMO: -9.48 eV
* energy relative to the best compared isomer or geometry (same formula, charge and spin): 4.113 eV
* E: -194.18479 a.u.
* net charge: 0

natural (NBO) atomic charge list, values in e, 4 entries:
1. H 0.21
2. H 0.15
3. H 0.00
4. H 0.21